Entry 1
DFT (ωB97M-V/def2-TZVPD) results for a molecular structure, C5H8Br4O4.

Each line ends with the Mulliken charge.
CARTESIAN COORDINATES (ANGSTROEM)
1 C 0.65 -0.04 2.15  -0.93
2 C -0.33 0.82 0.00  -1.28
3 C 0.87 0.84 0.90  0.67
4 C 2.89 -0.94 -0.46  0.49
5 C 1.85 1.74 0.83  0.65
6 O 1.90 -0.34 2.88  -0.57
7 O -0.09 0.52 -1.30  -0.35
8 O 3.01 0.07 -1.10  -0.35
9 O 2.89 1.84 1.64  -0.59
10 Br 3.86 -1.43 1.02  0.01
11 Br 1.64 -2.33 -1.01  -0.09
12 Br -2.75 -1.78 -2.00  -0.23
13 Br 1.85 2.92 -0.68  -0.18
14 H 0.17 0.45 2.95  0.35
15 H 0.12 -0.94 1.79  0.46
16 H -0.98 1.68 0.22  0.31
17 H -1.03 0.06 0.31  0.41
18 H 1.81 -1.16 3.35  0.30
19 H -1.45 -2.18 -2.26  0.20
20 H 0.09 1.28 -1.84  0.32
21 H 3.05 1.10 2.28  0.40

* frontier orbital gap: 0.317 Ha
* highest occupied orbital energy: -8.74 eV

=====

Entry 2
DFT (ωB97M-V/def2-TZVPD) results for a molecular structure, C5H8Br4O4.

Each line ends with the Mulliken charge.
CARTESIAN COORDINATES (ANGSTROEM)
1 C -0.78 -0.48 -1.37  -0.40
2 C 0.10 -1.45 0.85  -1.36
3 C 0.41 -0.97 -0.52  0.79
4 C 0.68 2.29 1.73  0.54
5 C 1.60 -1.12 -1.11  0.46
6 O -0.46 0.68 -2.06  -0.53
7 O 0.69 -0.53 1.80  -0.37
8 O 1.48 2.18 2.57  -0.37
9 O 1.91 -0.70 -2.37  -0.55
10 Br 1.33 2.65 -0.09  -0.16
11 Br -1.11 1.91 1.80  -0.01
12 Br -3.96 1.32 -0.15  -0.24
13 Br 3.08 -1.77 -0.08  -0.19
14 H -1.01 -1.31 -2.07  0.32
15 H -1.60 -0.34 -0.65  0.05
16 H 0.55 -2.37 1.09  0.57
17 H -1.02 -1.56 1.12  0.23
18 H -0.53 1.38 -1.37  0.27
19 H -4.17 1.13 1.24  0.20
20 H 1.49 -0.92 2.21  0.28
21 H 1.32 0.00 -2.57  0.46

* frontier orbital gap: 0.321 Ha
* highest occupied orbital energy: -8.95 eV

=====

Energies in eV, measured from the most stable structure: entry 1 0.480; entry 2 0.000.

=====

Entry 1
DFT (ωB97M-V/def2-TZVPD) results for 2 unconnected molecules or ions with the total composition C3H9NO2S2.

Each line ends with the Mulliken charge.
CARTESIAN COORDINATES (ANGSTROEM)
1 N 2.27 1.01 1.72  -0.44
2 C 1.40 1.34 0.66  0.30
3 O 1.72 2.33 0.00  -0.61
4 C 0.12 0.68 0.38  -0.05
5 C 0.43 0.25 -1.09  -0.90
6 S -0.90 -0.38 -2.23  -0.03
7 S -1.37 -2.16 -1.34  -0.21
8 H 1.86 0.51 2.53  0.24
9 H 2.97 1.70 1.99  0.26
10 H -0.23 -0.34 0.93  0.28
11 H -0.78 1.36 0.28  0.26
12 H 1.21 -0.66 -0.94  0.32
13 H 1.08 0.94 -1.56  0.43
14 H -2.56 -1.97 -0.90  0.15
15 O -0.81 0.07 4.24  -0.61
16 H -1.70 -0.18 4.28  0.30
17 H -0.38 -0.55 4.83  0.31

* SMILES string: NC(=O)CCSS.O
* frontier orbital gap: 0.341 Ha
* highest occupied orbital energy: -8.93 eV

=====

Entry 2
DFT (ωB97M-V/def2-TZVPD) results for 2 unconnected molecules or ions with the total composition C3H9NO2S2.

Each line ends with the Mulliken charge.
CARTESIAN COORDINATES (ANGSTROEM)
1 N 0.07 -0.05 -1.05  -0.42
2 C -0.85 -0.15 0.05  0.20
3 C -0.91 1.16 0.93  -0.12
4 O -1.11 2.27 0.56  -0.48
5 C -0.41 -1.25 1.03  -0.91
6 S -0.49 -2.95 0.51  -0.09
7 S -0.34 -3.24 -1.51  -0.20
8 H -0.27 0.59 -1.74  0.21
9 H 1.05 0.08 -0.84  0.23
10 H -1.84 -0.40 -0.31  0.37
11 H -0.78 0.89 2.00  0.30
12 H -1.06 -1.21 1.91  0.34
13 H 0.61 -1.01 1.36  0.42
14 H 0.95 -2.94 -1.80  0.15
15 O 1.89 2.50 -0.10  -0.62
16 H 1.04 2.98 -0.20  0.33
17 H 2.46 2.76 -0.79  0.30

* SMILES string: N[C@H](C=O)CSS.O
* frontier orbital gap: 0.332 Ha
* highest occupied orbital energy: -8.47 eV

=====

Entry 3
DFT (ωB97M-V/def2-TZVPD) results for 2 unconnected molecules or ions with the total composition C3H9NO2S2.

Each line ends with the Mulliken charge.
CARTESIAN COORDINATES (ANGSTROEM)
1 O -1.34 -2.22 1.36  -0.56
2 C -1.36 -1.31 0.56  0.20
3 N -0.98 0.00 0.68  -0.15
4 C -0.80 0.71 -0.60  -0.85
5 C 0.67 0.84 -0.92  -0.53
6 S 0.84 1.83 -2.47  -0.08
7 S 2.77 1.40 -2.96  -0.22
8 H -1.60 -1.61 -0.47  0.27
9 H -0.24 0.21 1.35  0.27
10 H -1.29 0.10 -1.35  0.40
11 H -1.31 1.67 -0.56  0.34
12 H 1.10 -0.14 -1.13  0.36
13 H 1.24 1.28 -0.10  0.43
14 H 2.52 0.29 -3.68  0.16
15 O -0.04 -0.63 3.26  -0.66
16 H -0.21 -1.50 2.85  0.32
17 H 0.01 -0.91 4.18  0.30

* SMILES string: O=CNCCSS.O
* frontier orbital gap: 0.366 Ha
* highest occupied orbital energy: -9.54 eV

=====

Energies in eV, measured from the most stable structure: entry 1 0.689; entry 2 0.937; entry 3 0.000.

=====

Entry 1
DFT (ωB97M-V/def2-TZVPD) results for C2H4N2O in the gas phase.

Each line ends with the Mulliken charge.
CARTESIAN COORDINATES (ANGSTROEM)
1 H -0.98 -0.76 2.61  0.26
2 N -0.78 -0.39 1.64  -0.48
3 C -0.22 -1.12 0.83  0.06
4 N 0.59 -0.53 -0.19  -0.23
5 C 0.48 0.57 -1.17  0.14
6 O -0.10 1.71 -1.05  -0.47
7 H -0.07 -2.30 0.94  0.22
8 H 0.68 -1.38 -0.85  0.27
9 H 0.95 0.41 -2.33  0.24

* SMILES string: [H]/N=C/NC=O
* frontier orbital gap: 0.380 Ha
* highest occupied orbital energy: -9.83 eV

=====

Entry 2
DFT (ωB97M-V/def2-TZVPD) results for a molecular structure, C2H4N2O.

Each line ends with the Mulliken charge.
CARTESIAN COORDINATES (ANGSTROEM)
1 C 0.61 0.46 -0.67  -0.44
2 C -0.33 0.43 0.27  0.31
3 N 0.37 -0.89 -1.03  -0.29
4 N -0.53 -0.96 0.39  -0.32
5 O -0.78 1.44 1.07  -0.52
6 H 1.19 0.98 -1.29  0.47
7 H 1.17 -1.41 -1.02  0.21
8 H -1.45 -1.40 0.37  0.24
9 H -0.25 1.35 1.90  0.34

* frontier orbital gap: 0.329 Ha
* highest occupied orbital energy: -8.17 eV

=====

Energies in eV, measured from the most stable structure: entry 1 0.000; entry 2 1.680.

=====

Entry 1
DFT (ωB97M-V/def2-TZVPD) results for 2 unconnected molecules or ions with the total composition C3H10NO.

Each line ends with the Mulliken charge.
CARTESIAN COORDINATES (ANGSTROEM)
1 C -0.95 2.01 0.46  -0.18
2 N -1.76 1.97 -0.53  -0.14
3 H -1.03 1.33 1.31  0.34
4 H -0.17 2.75 0.60  0.33
5 H -2.01 2.73 -1.14  0.30
6 H -2.44 1.21 -0.42  0.33
7 C 0.32 -1.59 0.13  -0.20
8 O 0.69 -2.94 -0.11  -0.51
9 C 1.47 -0.62 0.05  -0.89
10 H -0.02 -1.58 1.16  0.28
11 H -0.45 -1.27 -0.59  0.21
12 H 0.86 -3.03 -1.06  0.31
13 H 2.41 -0.93 0.52  0.35
14 H 1.18 0.32 0.56  0.14
15 H 1.88 -0.36 -0.94  0.33

* frontier orbital gap: 0.267 Ha
* highest occupied orbital energy: -13.49 eV
* net charge: +1

=====

Entry 2
DFT (ωB97M-V/def2-TZVPD) results for 2 unconnected molecules or ions with the total composition C3H10NO.

Each line ends with the Mulliken charge.
CARTESIAN COORDINATES (ANGSTROEM)
1 C -0.99 0.71 -1.85  -1.34
2 C -0.99 -0.13 -0.58  -0.18
3 C 1.03 1.01 0.17  -0.20
4 N 0.12 0.13 0.34  0.11
5 H -1.16 1.76 -1.62  0.39
6 H -0.04 0.57 -2.37  0.42
7 H -1.74 0.27 -2.50  0.34
8 H -1.92 -0.09 0.00  0.37
9 H -0.97 -1.20 -0.80  0.33
10 H 1.59 1.47 0.98  0.27
11 H 1.15 1.49 -0.79  0.29
12 H 0.33 -0.68 0.95  0.26
13 H 1.32 -1.38 3.35  0.31
14 H 1.18 -2.45 2.30  0.32
15 O 1.08 -1.49 2.42  -0.67

* frontier orbital gap: 0.410 Ha
* highest occupied orbital energy: -16.27 eV
* net charge: +1

=====

Energies in eV, measured from the most stable structure: entry 1 1.170; entry 2 0.000.

=====

Entry 1
DFT (ωB97M-V/def2-TZVPD) results for 2 unconnected molecules or ions with the total composition C3H10NO.

Each line ends with the Mulliken charge.
CARTESIAN COORDINATES (ANGSTROEM)
1 C 0.49 0.41 2.71  -1.20
2 C 0.63 0.63 1.23  -0.02
3 C 0.48 -0.41 0.43  -0.26
4 N 0.32 -0.31 -1.05  -0.30
5 H 1.39 0.74 3.17  0.35
6 H -0.27 1.17 3.08  0.30
7 H 0.37 -0.52 3.18  0.38
8 H 0.95 1.62 0.91  0.34
9 H 0.28 -1.55 0.75  0.21
10 H 0.64 -1.36 -1.28  0.42
11 H -0.68 -0.08 -1.23  0.39
12 H 0.95 0.18 -1.69  0.36
13 H -1.94 -0.76 -3.92  0.32
14 H -2.13 0.49 -3.03  0.34
15 O -1.49 -0.25 -3.27  -0.65

* frontier orbital gap: 0.403 Ha
* highest occupied orbital energy: -14.59 eV
* net charge: +1

=====

Entry 2
DFT (ωB97M-V/def2-TZVPD) results for 2 unconnected molecules or ions with the total composition C3H10NO.

Each line ends with the Mulliken charge.
CARTESIAN COORDINATES (ANGSTROEM)
1 C 1.79 -0.56 0.69  -1.13
2 C 0.38 -0.91 0.33  0.58
3 C -0.15 -2.10 0.23  -0.92
4 N -0.55 0.26 0.05  -0.29
5 H 2.50 -1.10 0.08  0.33
6 H 2.03 0.49 0.58  0.35
7 H 2.01 -0.78 1.73  0.31
8 H -1.17 -2.28 -0.03  0.30
9 H 0.45 -2.98 0.41  0.30
10 H -0.91 0.19 -0.90  0.39
11 H -0.10 1.17 0.10  0.38
12 H -1.31 0.26 0.74  0.38
13 H -0.97 3.01 -1.65  0.34
14 H -2.36 2.95 -1.00  0.34
15 O -1.65 2.39 -1.36  -0.66

* frontier orbital gap: 0.417 Ha
* highest occupied orbital energy: -14.82 eV
* net charge: +1

=====

Energies in eV, measured from the most stable structure: entry 1 1.087; entry 2 0.000.

=====

Entry 1
DFT (ωB97M-V/def2-TZVPD) results for 2 unconnected molecules or ions with the total composition C3H10NO.

Each line ends with the Mulliken charge.
CARTESIAN COORDINATES (ANGSTROEM)
1 C 0.54 0.92 -0.24  -0.40
2 O -0.48 -0.04 0.29  -0.39
3 C 1.86 0.53 0.22  0.24
4 C 2.41 -0.79 -0.12  -0.86
5 N -3.74 -0.09 -0.05  -0.57
6 H 0.22 1.90 0.10  0.32
7 H 0.37 0.77 -1.32  0.33
8 H -0.12 -0.37 1.12  0.31
9 H 2.42 1.27 0.78  0.37
10 H 2.40 -1.46 0.73  0.37
11 H 1.82 -1.19 -0.95  0.32
12 H 3.46 -0.69 -0.47  0.37
13 H -2.74 -0.20 -0.02  0.21
14 H -4.21 -0.38 -0.88  0.20
15 H -4.21 -0.19 0.82  0.20

* frontier orbital gap: 0.133 Ha
* highest occupied orbital energy: -11.83 eV
* net charge: +1

=====

Entry 2
DFT (ωB97M-V/def2-TZVPD) results for 2 unconnected molecules or ions with the total composition C3H10NO.

Each line ends with the Mulliken charge.
CARTESIAN COORDINATES (ANGSTROEM)
1 C -1.33 1.04 2.07  -0.62
2 O -0.62 -0.19 1.86  -0.59
3 H -0.78 1.88 1.65  0.22
4 H -1.48 1.25 3.11  0.37
5 H -2.32 1.02 1.60  0.25
6 H -0.42 -0.53 2.74  0.35
7 C 0.30 -0.27 -1.73  0.00
8 C 1.07 -0.98 -2.52  -0.70
9 N 0.73 0.17 -0.39  -0.24
10 H -0.60 0.20 -2.10  0.35
11 H 0.63 -1.39 -3.41  0.26
12 H 2.08 -1.34 -2.33  0.26
13 H 0.85 1.18 -0.36  0.36
14 H 1.63 -0.25 -0.13  0.35
15 H 0.04 -0.19 0.33  0.40

* frontier orbital gap: 0.437 Ha
* highest occupied orbital energy: -15.20 eV
* net charge: +1

=====

Energies in eV, measured from the most stable structure: entry 1 2.593; entry 2 0.000.